DFT (ωB97M-V/def2-TZVPD) results for C32H44BrN3P2PdS as an isolated structure.

Properties
**Charge**: 0
**Multiplicity**: 1
**Max |F|**: 3.13 eV/A
**E**: -5192.7300 a.u.
**Orbital gap**: 6.02 eV
**HOMO energy**: -5.714 eV
**Energy relative to the best compared isomer or geometry (same formula, charge and spin)**: 0.0 kJ/mol

Geometry as XYZ:
```
84
Properties=species:S:1:pos:R:3:forces:R:3
C 2.91605 4.78286 -1.32990 0.22 -0.20 -0.14
C 1.82961 4.14041 -1.95824 0.89 0.32 -0.41
C 1.91534 3.91447 -3.35513 0.06 0.01 0.22
C 3.12907 4.16808 -3.99714 -0.52 0.09 0.68
N 4.18412 4.64797 -3.34191 0.77 0.13 -0.45
C 4.09080 4.97930 -2.05758 -0.79 -0.17 0.04
C 0.76783 3.63535 -1.16218 -2.66 -0.73 1.48
C -0.15883 3.16522 -0.49416 1.86 0.29 -1.50
C -1.23516 2.39416 0.06348 -0.36 -0.26 0.58
C -1.01259 1.18195 0.83099 -0.22 0.29 1.05
C -2.09662 0.39912 1.33854 -0.04 0.70 -1.22
C -3.30485 0.66174 0.66332 -0.43 0.31 1.01
C -3.60811 1.95487 0.22775 0.45 0.24 -0.50
C -2.55255 2.84044 -0.06204 -0.04 -0.60 0.24
Pd -1.22364 -0.84040 -0.15724 1.48 0.71 -0.73
P 1.17282 -0.73972 -0.53384 -0.14 0.39 0.37
H 1.06952 3.53690 -3.93995 0.30 -0.04 0.48
H 2.87658 5.08958 -0.28097 -0.11 -0.35 -0.34
H 3.24328 3.93961 -5.06412 0.05 0.19 0.44
H 4.97638 5.38324 -1.55466 -0.26 -0.08 -0.37
H -2.74396 3.86951 -0.36626 -0.05 -0.36 -0.15
H -0.07291 1.04932 1.33651 -0.17 0.15 -0.24
H -4.62732 2.29345 0.11782 -0.10 -0.28 -0.31
H -2.01830 -0.31472 2.15544 0.12 0.04 -0.21
C 2.14690 -2.28489 -0.28210 0.37 -0.04 -0.34
C 3.50240 -2.43796 -0.99198 0.21 -0.37 0.17
H 1.48703 -3.11757 -0.58171 0.21 0.22 0.16
H 2.30098 -2.35973 0.80940 -0.23 0.04 -0.30
H 3.89885 -3.43910 -0.75941 -0.02 0.24 -0.16
H 3.40120 -2.36947 -2.08681 0.08 0.03 0.41
H 4.25579 -1.71289 -0.63560 -0.44 -0.24 -0.29
C 1.45431 -0.05695 -2.23701 0.21 -0.33 0.10
C 2.86215 0.44192 -2.59506 0.11 0.13 -0.36
H 0.74636 0.78781 -2.31034 0.09 -0.38 0.02
H 1.11904 -0.83347 -2.94824 0.08 0.33 0.24
H 2.93984 0.51226 -3.69162 0.09 0.06 0.27
H 3.03396 1.45748 -2.20052 0.01 -0.45 -0.05
H 3.66426 -0.22784 -2.24851 -0.37 0.38 -0.16
C 2.03102 0.48828 0.54474 0.02 -0.16 -0.05
C 3.54144 0.60230 0.67748 0.26 0.28 0.02
H 1.62983 0.23456 1.53573 0.05 0.25 -0.19
H 1.63054 1.45753 0.21914 0.00 -0.16 0.21
H 3.75711 1.46106 1.32932 0.05 -0.22 -0.03
H 3.97522 -0.28330 1.15027 0.04 0.07 -0.14
H 4.04258 0.80995 -0.27216 -0.03 -0.20 0.18
Br -4.62176 -0.72575 0.59344 -0.66 1.08 0.80
P -2.14066 -1.87200 -1.96167 0.95 0.63 1.96
C -0.96578 -2.72215 -3.06298 -0.16 -0.40 -0.49
C -1.45046 -4.07054 -3.60288 0.34 -0.12 -0.40
H -0.02153 -2.84689 -2.50334 -0.45 0.03 -0.23
H -0.75559 -2.03199 -3.89639 0.02 -0.19 0.21
H -0.63297 -4.52675 -4.17720 -0.23 -0.11 0.10
H -1.72155 -4.76052 -2.79115 0.03 0.20 -0.28
H -2.30399 -3.96263 -4.28910 0.17 0.00 0.32
C -3.28937 -3.02956 -1.16508 -0.69 -0.22 -0.18
C -4.60233 -3.28495 -1.88390 -0.35 -0.69 0.07
H -3.52585 -2.57350 -0.18188 0.53 -0.64 -0.85
H -2.74002 -3.95902 -0.96675 -0.08 0.12 -0.11
H -5.22753 -3.90999 -1.23414 -0.13 0.08 -0.19
H -5.16165 -2.36237 -2.08905 0.25 -0.19 0.01
H -4.44832 -3.84152 -2.81599 -0.12 0.20 0.04
C -2.96129 -0.55476 -2.88545 -0.37 -0.22 -0.71
C -3.44559 -0.94336 -4.28242 -0.39 0.44 -0.20
H -2.22828 0.26598 -2.94989 -0.23 -0.26 0.08
H -3.78261 -0.18450 -2.25316 0.21 -0.11 -0.15
H -3.97281 -0.08474 -4.71380 0.03 -0.16 -0.15
H -2.61371 -1.18357 -4.95573 -0.15 -0.04 0.17
H -4.14982 -1.78448 -4.26504 0.22 0.14 0.02
N -0.10036 -3.42064 2.75996 0.14 -0.18 -0.85
C 0.09435 -2.30522 3.47972 0.04 2.11 0.17
N 0.24483 -1.08533 3.00450 0.32 -1.23 -0.55
C 0.29589 -0.11239 3.99091 -0.54 -0.64 0.80
C 0.32561 1.29092 3.83080 -0.13 -0.48 -0.01
C -0.00304 2.10084 4.90613 0.35 -0.38 0.25
C -0.16030 1.56120 6.19059 0.02 -0.48 -0.19
C -0.06085 0.17312 6.38832 0.02 0.49 0.22
C 0.12209 -0.65373 5.29070 0.02 0.40 -0.18
S 0.03145 -2.42210 5.22820 0.05 0.84 0.11
H -0.18744 -4.30041 3.23473 -0.06 0.00 -0.19
H -0.15950 -3.37350 1.74259 0.06 0.08 0.57
H 0.56042 1.76854 2.88410 -0.21 -0.28 0.18
H -0.12512 3.16244 4.71546 0.17 -0.06 0.24
H -0.35435 2.22809 7.02522 -0.02 -0.21 -0.05
H -0.14588 -0.26516 7.37954 -0.09 0.21 -0.09
```
Positions in Å, forces in eV/Å.